1.
92
Properties=species:S:1:pos:R:3:forces:R:3 method="wB97M-V/def2-TZVPD" homo_ha="-0.019 / -0.085" s2=9.223 gap_ev="4.5 / 4.9" total_charge=-2 multiplicity=6
Sm -1.0995 0.2872 1.3900 -0.23 0.34 0.70
C -4.6606 2.4282 3.8208 -1.12 0.61 -1.39
C -3.4852 2.1602 2.9470 0.72 2.71 0.52
N -3.0996 0.9562 2.6360 0.08 -1.33 -0.52
N -4.0110 -0.0060 3.0657 0.55 -0.23 -0.32
C -4.3186 -0.9829 2.2120 -1.22 -0.63 1.57
N -5.1457 -1.9350 2.7777 -0.21 -0.75 -0.70
S -3.8955 -1.0848 0.5883 0.32 0.16 -0.07
C -2.6016 3.2446 2.5870 -0.69 -1.16 -1.02
C -2.9107 4.6037 2.6876 -0.73 1.27 0.88
C -2.0019 5.5526 2.2985 -0.03 1.29 0.04
C -0.7197 5.1665 1.7874 -0.36 -0.56 0.32
C -0.4843 3.7959 1.6817 -2.19 0.28 0.64
N -1.4720 2.9005 1.9123 1.34 -0.59 0.32
H -4.6075 1.8532 4.7178 0.12 -0.11 0.92
H -5.6340 2.1697 3.3402 0.58 -0.09 0.08
H -4.7163 3.5045 3.9783 -0.03 -0.28 0.59
H -3.9429 -0.1651 4.0916 -0.24 -0.29 -0.34
H -5.3427 -2.0509 3.7648 0.49 0.58 -0.16
H -5.3479 -2.7650 2.2290 0.34 0.53 0.06
H -3.8793 4.9046 3.1380 0.87 -0.01 -0.42
H -2.2681 6.6517 2.4629 0.48 -1.60 -0.44
H 0.0197 5.8919 1.4857 0.11 0.07 0.17
H 0.4617 3.3263 1.5048 0.39 0.17 -0.56
C 4.5182 0.8408 -2.0661 0.90 -0.49 1.32
C 3.5588 -0.3435 -2.2013 -1.26 1.56 0.89
C 3.9702 -1.3365 -3.2024 1.36 -0.35 -1.84
O 2.2462 0.2390 -2.5969 1.49 -0.84 1.78
C 1.6724 0.5579 -1.3138 -0.73 1.29 0.46
C 2.1069 -0.5844 -0.3452 -1.17 -1.18 -0.15
O 3.3562 -0.9669 -0.8952 0.59 0.54 -1.35
C 1.2479 -1.8752 0.0948 -0.92 0.73 0.53
O 0.0140 -1.3776 0.5479 0.67 -0.06 -0.94
C 1.0646 -3.0300 -0.8961 0.71 -0.04 -0.97
C 2.1611 -3.7769 -1.3917 -0.58 0.03 -0.37
C 2.0576 -4.8343 -2.3262 -0.92 1.74 0.80
C 0.7430 -5.2027 -2.6433 -0.13 -0.28 0.64
C -0.3563 -4.5889 -2.0538 0.88 1.18 0.10
C -0.1831 -3.3776 -1.3222 -2.14 -1.42 0.05
C 1.8713 -2.5382 1.3360 0.15 -1.54 1.64
C 0.9861 -3.2838 2.1973 -1.06 1.30 -1.54
C 1.3322 -3.9626 3.3311 1.07 -0.08 0.79
C 2.6899 -3.9204 3.7061 -0.68 -0.76 -0.50
C 3.5720 -3.3932 2.7962 1.43 0.28 0.42
C 3.2214 -2.6678 1.6644 -1.19 -0.06 -1.15
C 0.2528 1.2182 -1.4910 -0.44 -0.95 -0.48
O -0.3668 1.4758 -0.2633 0.94 -0.31 -1.30
C -0.6839 0.3923 -2.4178 0.35 0.63 -0.32
C -0.3934 -0.8164 -3.0431 0.00 -0.99 0.76
C -1.4125 -1.5284 -3.6704 -0.96 -1.18 -1.09
C -2.6794 -0.9625 -3.8985 -0.12 0.13 0.33
C -2.9425 0.3312 -3.4495 1.02 1.03 -0.45
C -1.8877 0.9851 -2.7248 -2.74 0.19 -0.21
C 0.5631 2.5808 -2.1512 0.64 1.82 -0.57
C 1.1502 3.5932 -1.3314 -0.89 -1.56 0.16
C 1.5269 4.8191 -1.8322 0.39 -0.61 0.79
C 1.2523 5.1189 -3.1461 -0.09 0.70 0.62
C 0.5631 4.2219 -3.9603 1.42 1.33 -0.64
C 0.3620 2.9368 -3.5208 0.03 -0.64 1.93
H 4.7194 1.3447 -2.9977 -0.33 0.14 -0.46
H 5.5262 0.5008 -1.6957 -1.00 0.18 -0.10
H 4.0850 1.5413 -1.3274 0.43 -0.24 -0.47
H 4.0392 -0.8706 -4.2140 -0.07 -0.10 0.73
H 3.2957 -2.1469 -3.2936 -1.02 -0.70 0.10
H 4.9522 -1.8133 -3.0243 -0.29 0.53 0.32
H 2.1028 1.5093 -0.8749 0.64 -1.38 -0.32
H 2.2074 -0.1822 0.6443 0.55 0.77 0.47
H 3.0615 -3.3683 -1.0142 1.29 -0.28 -0.05
H 2.9179 -5.2580 -2.8352 -0.06 -0.07 0.31
H 0.5173 -6.0359 -3.2767 0.22 -0.49 -0.37
H -1.3218 -5.0580 -2.1799 -0.24 0.39 -0.22
H -1.0809 -2.7948 -1.0212 0.87 -0.51 0.00
H -0.0765 -3.2258 1.9315 0.47 -0.24 -0.10
H 0.6167 -4.5445 3.9279 0.16 0.61 -0.31
H 3.0604 -4.4133 4.6029 -0.15 0.10 -0.17
H 4.6292 -3.5649 2.9786 0.06 0.28 0.10
H 3.9275 -2.3174 0.9186 0.37 0.11 0.49
H 0.5773 -1.2827 -2.8794 -0.35 0.11 -0.19
H -1.3426 -2.6039 -4.0423 0.60 1.59 0.65
H -3.4786 -1.5469 -4.3794 0.53 0.25 0.11
H -3.8548 0.9005 -3.8258 1.18 -0.87 1.04
H -2.1142 1.9773 -2.3168 0.21 -0.34 -0.12
H 1.2806 3.3980 -0.2588 0.00 -0.08 -0.67
H 2.0888 5.4628 -1.1381 -0.40 0.07 -0.65
H 1.6114 6.1006 -3.4025 -0.32 0.25 -0.94
H 0.4041 4.5693 -4.9932 -0.15 -0.65 0.41
H 0.0929 2.1836 -4.2137 -0.65 -0.62 -0.50
S -2.8691 -0.2894 6.2135 -0.30 0.00 -0.66
Sb -0.8563 -0.7391 5.1615 2.67 1.25 1.12
S 0.3307 1.0243 3.7587 -1.03 -1.69 0.90
S -1.6828 -2.2903 3.5960 -0.35 -0.12 -0.14
S 0.6415 -1.5177 6.8473 -0.92 0.29 -1.27

***

2.
93
Properties=species:S:1:pos:R:3:forces:R:3 method="wB97M-V/def2-TZVPD" homo_ha="0.009 / -0.041" s2=2.049 gap_ev="3.4 / 4.7" total_charge=-2 multiplicity=3
Ti -0.0889 -0.3545 0.0308 0.86 -0.01 1.60
C 4.3840 -2.8253 1.4152 -0.02 0.09 0.08
C 4.3186 -2.0839 2.7510 -0.14 0.02 -0.06
N 3.0128 -2.0505 3.3831 0.40 -0.15 -0.06
C 1.9733 -1.2833 2.8791 0.00 0.83 -0.41
S 0.4723 -1.4466 3.6682 -0.49 -0.13 0.02
N 2.3660 -0.4439 1.9434 0.54 -0.53 0.01
N 1.4995 0.3468 1.2514 0.30 -0.23 0.38
C 2.1173 1.3798 0.6695 0.21 0.27 0.41
C 3.6173 1.4247 0.6843 -0.16 0.17 -0.03
C 1.2927 2.4145 0.1635 0.25 0.00 0.33
C 1.7606 3.6230 -0.4169 -0.02 0.18 -0.13
C 0.8843 4.6513 -0.6416 0.15 -0.10 0.02
C -0.4635 4.5093 -0.2478 -0.15 0.02 0.04
C -0.8568 3.2760 0.2398 -0.01 0.14 0.07
N -0.0537 2.2342 0.3849 0.22 -0.25 -0.32
H 5.4251 -2.9659 1.1041 0.01 0.02 -0.01
H 3.8539 -2.2530 0.6544 -0.03 -0.05 -0.01
H 3.8931 -3.7940 1.4932 0.02 -0.05 -0.05
H 4.6196 -1.0453 2.6009 0.11 -0.04 0.04
H 5.0116 -2.5442 3.4648 -0.01 0.02 0.02
H 2.6901 -2.9036 3.8059 -0.08 0.03 0.07
H 3.9758 1.4208 1.7154 0.06 0.04 -0.03
H 4.0151 2.2926 0.1595 -0.04 0.01 -0.02
H 3.9964 0.5119 0.2204 0.07 0.00 0.03
H 2.8056 3.7337 -0.6758 -0.02 -0.03 -0.03
H 1.2252 5.5740 -1.0983 0.04 -0.01 0.01
H -1.1673 5.3260 -0.3417 -0.05 -0.05 0.02
H -1.8896 3.1196 0.5432 -0.02 -0.05 -0.13
C -3.6035 1.7908 -1.2179 0.04 0.02 -0.11
C -2.4499 2.0367 -2.1492 0.23 -0.57 0.53
C -2.5878 2.9113 -3.2341 0.29 0.31 -0.68
C -1.5459 3.0983 -4.1074 -0.43 -0.03 0.34
C -0.3397 2.4097 -3.8870 0.13 -0.26 0.27
C 0.8061 2.5007 -4.6994 0.36 0.02 -0.38
Br 0.7906 3.6128 -6.2638 -0.01 -0.05 0.11
C 1.9518 1.7959 -4.4352 -0.40 0.34 -0.10
C 1.9895 0.9742 -3.3147 -0.07 -0.40 0.59
Br 3.5809 0.0238 -2.9129 -0.02 0.06 -0.11
C 0.9115 0.8146 -2.4403 0.47 -0.09 -0.43
O 0.9767 0.0239 -1.4156 0.78 0.88 -2.16
C -0.2864 1.5483 -2.7529 -0.03 0.22 -0.17
N -1.3295 1.3787 -1.9140 -0.37 0.31 -0.41
H -4.2565 2.6643 -1.1760 -0.02 -0.01 0.05
H -3.2422 1.5443 -0.2223 -0.03 0.00 0.00
H -4.1922 0.9372 -1.5640 -0.01 0.00 0.02
H -3.5237 3.4337 -3.3895 -0.02 0.00 0.05
H -1.6409 3.7686 -4.9501 0.02 0.01 -0.02
H 2.8138 1.8788 -5.0802 0.02 -0.01 0.01
C -5.2544 1.3191 4.0341 0.02 0.02 0.06
O -5.6051 0.0698 3.4850 0.05 -0.06 -0.08
C -4.7812 -0.3888 2.4693 -0.16 0.02 -0.09
C -5.3555 -1.2544 1.5418 -0.05 0.02 0.13
C -4.6127 -1.6821 0.4600 0.06 0.03 -0.08
C -3.2755 -1.2691 0.2602 0.44 0.23 0.13
C -2.5604 -1.5314 -0.9327 -0.62 -0.28 -0.30
C -3.2731 -2.0656 -2.1503 0.32 0.12 0.22
O -1.2994 -1.2260 -1.0909 -0.68 -0.52 -0.50
C -2.6683 -0.4627 1.2843 -1.05 -0.32 0.01
O -1.4137 -0.0941 1.2005 -1.39 0.16 1.06
C -3.4525 -0.0082 2.3458 0.34 0.03 0.08
H -6.1273 1.6768 4.5816 0.02 -0.02 0.01
H -5.0004 2.0363 3.2469 0.00 0.00 0.02
H -4.4081 1.2460 4.7242 0.00 -0.01 -0.02
H -6.3811 -1.5726 1.6850 -0.01 0.03 -0.03
H -5.0672 -2.3488 -0.2631 -0.01 0.03 -0.01
H -4.1730 -1.4770 -2.3637 -0.04 -0.06 -0.01
H -2.5900 -1.9899 -2.9955 -0.02 -0.06 -0.04
H -3.5629 -3.1121 -2.0322 -0.06 -0.10 -0.04
H -2.9636 0.6278 3.0725 0.00 -0.02 -0.01
C -2.5794 -6.1896 -3.6686 0.00 0.06 0.04
C -1.7196 -5.4278 -2.6922 0.00 0.03 -0.10
C -1.9681 -5.4720 -1.3254 -0.03 0.06 0.00
C -1.1998 -4.7415 -0.4278 0.03 0.05 0.08
C -1.4929 -4.7570 1.0488 0.02 -0.01 -0.04
C -0.1379 -3.9672 -0.9108 -0.11 0.06 0.06
C 0.1164 -3.8959 -2.2760 0.02 0.04 0.02
C 1.2316 -3.0455 -2.8232 -0.07 -0.02 0.02
C -0.6857 -4.6258 -3.1503 0.00 -0.02 0.03
C 0.7899 -3.3286 0.1130 0.02 -0.31 0.15
O 1.5262 -4.0961 0.7145 0.01 0.11 -0.11
O 0.7576 -2.0560 0.3157 -0.03 -0.28 -0.01
H -3.2292 -6.8969 -3.1511 0.00 -0.01 -0.01
H -1.9683 -6.7440 -4.3840 -0.02 -0.01 -0.01
H -3.2139 -5.5051 -4.2390 -0.02 -0.04 0.00
H -2.7892 -6.0780 -0.9523 0.01 0.01 0.02
H -2.3418 -5.4011 1.2831 -0.02 0.02 -0.05
H -1.7132 -3.7452 1.3997 -0.01 -0.02 0.05
H -0.6189 -5.0976 1.6036 -0.02 0.01 0.03
H 1.7495 -2.5140 -2.0294 0.05 0.08 -0.04
H 0.8278 -2.3041 -3.5171 0.04 0.06 0.04
H 1.9577 -3.6514 -3.3713 0.00 -0.02 0.02
H -0.4960 -4.5563 -4.2188 0.02 -0.02 0.00